(i)
This record from the Open Molecules 2025 dataset describes a cluster of 2 separate species, C3H9N3O2 in total. The level of theory is wB97M-V/def2-TZVPD.

XYZ file:
```
17
Properties=species:S:1:pos:R:3
H 2.9951 2.1839 1.2276
H -2.4582 -0.1919 -1.7298
H 1.4217 -0.5318 -1.3605
H 1.9563 1.0084 1.8149
H -1.2494 -1.3562 -1.4615
H 1.9336 -0.9396 0.2225
N 2.6261 1.2351 1.0735
N 1.5333 -0.2100 -0.3650
C 2.1777 1.0193 -0.2343
C -2.2618 -0.6617 0.3547
H -0.2460 0.0233 0.3071
H -3.0950 -1.7490 -1.2479
O -3.1858 -0.8814 1.1223
C -2.2447 -1.0779 -1.0849
N -1.1280 0.0048 0.8060
H -1.1835 0.3435 1.7566
O 2.4083 1.7815 -1.2014
```

Kohn-Sham gap = 10.1 eV
SMILES = CC(N)=O.NC(N)=O

natural (NBO) atomic charge list, values in e, 6 entries: number 1, H, carries 0.40; number 2, H, carries 0.24; number 3, H, carries 0.41; number 4, H, carries 0.39; number 5, H, carries 0.22; number 6, H, carries 0.40

(ii)
This record from the Open Molecules 2025 dataset describes a cluster of 3 separate species, C3H9N3O2 in total. The level of theory is wB97M-V/def2-TZVPD.

XYZ file:
```
17
Properties=species:S:1:pos:R:3
N 1.1927 -1.9220 0.1969
C 0.2413 1.2971 -1.3288
H 1.4386 0.5338 1.1235
N -0.6594 0.5688 1.6253
O 0.4651 -2.8181 0.1836
N -1.2361 -0.6249 -0.9918
H 0.7831 -0.8209 2.0366
O 1.0227 -0.9606 -1.4092
H -1.7463 -0.3680 -0.1503
C 0.0775 -0.1667 -0.9854
H -0.5133 1.9191 -0.8474
H -0.9218 0.4791 2.5958
H 1.2365 1.6484 -1.0644
H -0.7042 1.5386 1.3464
H -1.3469 -1.6087 -1.1951
H 0.1167 1.3903 -2.4102
C 0.5539 -0.0853 1.2744
```

Kohn-Sham gap (alpha / beta) = 8.0 / 7.4 eV

natural (NBO) atomic charge list, values in e, 6 entries: number 1, N, carries 0.34; number 2, C, carries -0.69; number 3, H, carries 0.17; number 4, N, carries -0.87; number 5, O, carries -0.26; number 6, N, carries -0.85

The most stable arrangement is (i), and the next structure is 0.2295 hartree less stable.